Record 1
Computed, not measured: a 2-piece molecular cluster, C5H13N4 overall, with ωB97M-V/def2-TZVPD.

Values from the calculation:
- Total charge: +1
- Molecular weight: 129.187 g mol⁻¹
- LUMO: -2.9180 eV
- Kohn-Sham gap: 9.61 eV
- Relative energy (zero: lowest compared OMol25 entry of this formula, charge and spin): 327.1 kJ/mol
- Energy: -416.9843 hartree
- Highest occupied orbital energy: -12.528 eV

Each line ends with the natural charge from an NBO analysis.
Element x y z (Å)
1 C -1.22 0.35 1.15  0.412
2 C -2.44 0.10 -0.74  -0.246
3 C -1.72 -1.23 -0.39  -0.262
4 C 2.69 -0.85 0.40  -0.615
5 C 2.18 0.29 -0.48  -0.308
6 N -2.06 1.02 0.33  -0.529
7 N -0.98 -0.86 0.77  -0.529
8 N 0.68 2.02 -0.26  -0.299
9 N 1.05 0.88 -0.08  -0.146
10 H -0.75 0.82 2.08  0.271
11 H -1.90 0.61 -1.60  0.226
12 H -3.63 0.12 -0.77  0.251
13 H -2.63 -1.90 -0.07  0.223
14 H -1.25 -1.79 -1.29  0.258
15 H 3.03 -0.65 1.52  0.222
16 H 1.85 -1.52 0.65  0.192
17 H 3.52 -1.42 0.16  0.247
18 H 2.01 -0.18 -1.51  0.245
19 H 2.94 1.07 -0.70  0.199
20 H 1.35 2.69 -0.82  0.283
21 H -2.27 2.02 0.31  0.456
22 H -0.48 -1.58 1.32  0.449

---

Record 2
Computed, not measured: an isolated ion of composition C5H13N4O2 and charge +1, with ωB97M-V/def2-TZVPD.

Values from the calculation:
- Total charge: +1
- Molecular weight: 161.185 g mol⁻¹
- LUMO: -3.2356 eV
- Kohn-Sham gap: 8.95 eV
- Relative energy (zero: lowest compared OMol25 entry of this formula, charge and spin): 117.4 kJ/mol
- Energy: -567.4515 hartree
- Highest occupied orbital energy: -12.184 eV

Each line ends with the natural charge from an NBO analysis.
Element x y z (Å)
1 C 2.18 0.20 -1.56  -0.450
2 N 1.78 0.30 -0.12  -0.381
3 C 1.21 1.67 0.02  -0.447
4 C 1.01 -0.73 0.54  0.129
5 C 1.51 -2.19 0.63  0.428
6 O 2.55 -2.48 0.14  -0.472
7 O -0.37 -0.98 -0.22  -0.459
8 N -1.50 -0.37 0.59  -0.321
9 C -2.68 -0.46 0.10  0.544
10 N -3.70 -0.08 0.93  -0.795
11 N -2.89 -0.83 -1.24  -0.845
12 H 1.33 0.15 -2.23  0.247
13 H 2.79 1.03 -2.04  0.261
14 H 2.72 -0.76 -1.66  0.256
15 H 2.66 0.30 0.45  0.453
16 H 0.41 1.87 -0.72  0.250
17 H 0.56 1.63 0.91  0.248
18 H 1.90 2.52 -0.12  0.260
19 H 0.63 -0.26 1.57  0.267
20 H 0.88 -2.85 1.13  0.170
21 H -3.48 0.17 1.90  0.427
22 H -4.52 0.20 0.49  0.406
23 H -2.10 -0.92 -1.86  0.414
24 H -3.65 -1.56 -1.31  0.408

---

Record 3
Computed, not measured: a 2-piece molecular cluster, C5H13N6 overall, with ωB97M-V/def2-TZVPD.

Values from the calculation:
- Total charge: +1
- Molecular weight: 157.201 g mol⁻¹
- LUMO: -2.5883 eV
- Kohn-Sham gap: 10.61 eV
- Relative energy (zero: lowest compared OMol25 entry of this formula, charge and spin): 0.0 kJ/mol
- Energy: -526.6456 hartree
- Highest occupied orbital energy: -13.201 eV

Each line ends with the natural charge from an NBO analysis.
Element x y z (Å)
1 C 0.67 -1.90 1.67  0.493
2 C -1.60 0.82 0.42  0.593
3 C 0.59 0.60 -0.68  0.660
4 C 1.34 1.41 0.32  -0.703
5 C 0.82 -0.63 -2.82  -0.436
6 N 0.76 -1.63 0.55  -0.497
7 N -1.13 1.09 1.56  -0.747
8 N -0.73 0.46 -0.63  -0.586
9 N 0.55 -2.25 2.91  -0.838
10 N -2.91 0.79 0.06  -0.814
11 N 1.28 0.16 -1.71  -0.503
12 H 0.66 2.03 0.90  0.291
13 H 2.08 2.02 -0.18  0.241
14 H 1.84 0.74 1.02  0.275
15 H 1.52 -0.51 -3.64  0.243
16 H 0.77 -1.69 -2.55  0.236
17 H -0.16 -0.30 -3.17  0.206
18 H -1.82 1.34 2.26  0.367
19 H -1.16 -0.11 -1.35  0.417
20 H 1.36 -2.59 3.41  0.430
21 H -0.22 -1.90 3.46  0.429
22 H -3.59 1.13 0.71  0.416
23 H -3.21 0.70 -0.90  0.403
24 H 2.28 0.23 -1.63  0.425

---

Record 4
Computed, not measured: a 2-piece molecular cluster, C5H13NO overall, with ωB97M-V/def2-TZVPD.

Values from the calculation:
- Total charge: -1
- Molecular weight: 103.165 g mol⁻¹
- Spin multiplicity: 2
- LUMO (alpha / beta): 3.7967 / 3.6454 eV
- Kohn-Sham gap (alpha / beta): 2.68 / 7.01 eV
- Relative energy (zero: lowest compared OMol25 entry of this formula, charge and spin): 285.3 kJ/mol
- Energy: -328.1642 hartree
- Expectation value of S²: 0.753
- Highest occupied orbital energy (alpha / beta): 1.116 / -3.362 eV

Each line ends with the Löwdin spin population.
Element x y z (Å)
1 C -0.63 0.22 -0.36  0.035
2 C 0.71 0.00 -1.09  0.049
3 C 1.67 -0.78 -0.12  0.078
4 C 2.22 1.44 0.96  0.256
5 C 1.84 0.11 1.10  0.294
6 N -1.74 -0.81 -0.59  0.014
7 H -1.03 1.16 -0.68  0.010
8 H -0.47 0.12 0.71  0.013
9 H 0.63 -0.59 -1.93  0.014
10 H 1.16 0.93 -1.40  0.017
11 H 2.69 -1.06 -0.45  0.055
12 H 1.16 -1.87 0.21  0.003
13 H 2.43 2.09 1.76  0.036
14 H 2.78 1.50 -0.02  0.074
15 H 1.79 -0.35 2.08  0.024
16 H -2.20 -0.67 -1.56  0.007
17 H -1.42 -1.75 -0.35  0.008
18 H -4.15 0.32 -0.07  0.003
19 H -3.46 -0.41 0.92  0.003
20 O -4.00 0.40 0.88  0.008

---

Record 5
Computed, not measured: a 2-piece molecular cluster, C5H13NO overall, with ωB97M-V/def2-TZVPD.

Values from the calculation:
- Total charge: 0
- Molecular weight: 103.165 g mol⁻¹
- LUMO: 0.8936 eV
- Kohn-Sham gap: 8.76 eV
- Relative energy (zero: lowest compared OMol25 entry of this formula, charge and spin): 126.1 kJ/mol
- Energy: -328.2708 hartree
- Highest occupied orbital energy: -7.863 eV

Each line ends with the natural charge from an NBO analysis.
Element x y z (Å)
1 C 2.61 0.30 -0.38  -0.633
2 C 1.31 0.06 0.33  -0.300
3 C 0.09 0.46 -0.04  0.192
4 C -0.16 1.39 -1.20  -0.669
5 N -1.06 0.03 0.65  -0.594
6 C -2.04 1.05 1.01  -0.410
7 H 3.19 1.06 0.14  0.212
8 H 2.47 0.61 -1.41  0.207
9 H 3.19 -0.62 -0.39  0.211
10 H 1.32 -0.52 1.26  0.183
11 H 0.61 1.22 -1.94  0.222
12 H -1.13 1.27 -1.64  0.220
13 H -0.04 2.44 -0.91  0.223
14 H -0.74 -0.48 1.47  0.362
15 H -2.37 1.54 0.10  0.197
16 H -1.62 1.80 1.68  0.167
17 H -2.88 0.59 1.52  0.205
18 O -0.64 -2.89 -0.32  -0.941
19 H -0.14 -2.26 -0.85  0.477
20 H -0.05 -3.24 0.36  0.466

---

Record 6
Computed, not measured: a 2-piece molecular cluster, C5H13NO overall, with ωB97M-V/def2-TZVPD.

Values from the calculation:
- Total charge: 0
- Molecular weight: 103.165 g mol⁻¹
- LUMO: 0.8245 eV
- Kohn-Sham gap: 8.57 eV
- Relative energy (zero: lowest compared OMol25 entry of this formula, charge and spin): 223.8 kJ/mol
- Energy: -328.2336 hartree
- Highest occupied orbital energy: -7.744 eV

Each line ends with the natural charge from an NBO analysis.
Element x y z (Å)
1 C -2.91 1.87 0.01  -0.616
2 C -2.21 0.55 0.17  -0.388
3 C -0.80 0.71 0.86  -0.417
4 C 0.13 -0.47 0.66  -0.286
5 C 1.31 -0.42 1.29  0.020
6 N 2.58 -0.71 0.73  -0.844
7 H -4.00 1.74 -0.05  0.211
8 H -2.54 2.36 -0.89  0.207
9 H -2.79 2.48 0.91  0.206
10 H -2.74 -0.11 0.87  0.187
11 H -2.10 -0.11 -0.70  0.196
12 H -0.39 1.59 0.37  0.199
13 H -1.06 0.76 1.92  0.214
14 H 0.10 -1.14 -0.20  0.193
15 H 1.51 0.27 2.10  0.170
16 H 2.88 -1.61 0.37  0.375
17 H 3.36 -0.24 1.14  0.373
18 O 1.68 -1.29 -2.93  -0.931
19 H 2.35 -1.95 -2.73  0.465
20 H 0.85 -1.78 -2.96  0.467

---

Record 7
Computed, not measured: one molecule with the formula C5H13NO, with ωB97M-V/def2-TZVPD.

Values from the calculation:
- Total charge: 0
- Molecular weight: 103.165 g mol⁻¹
- LUMO: 1.1146 eV
- Kohn-Sham gap: 9.82 eV
- Relative energy (zero: lowest compared OMol25 entry of this formula, charge and spin): 176.3 kJ/mol
- Energy: -328.2517 hartree
- Highest occupied orbital energy: -8.704 eV

Each line ends with the natural charge from an NBO analysis.
Element x y z (Å)
1 C -1.02 0.91 -2.12  -0.412
2 N -1.61 0.11 -1.05  -0.611
3 C -1.32 0.73 0.28  -0.221
4 C -0.29 0.04 1.19  -0.438
5 C 0.95 -0.51 0.41  0.105
6 C 2.24 -0.68 1.25  -0.636
7 O 0.58 -1.76 -0.17  -0.714
8 H -1.43 1.93 -2.21  0.163
9 H 0.04 1.04 -1.94  0.185
10 H -1.15 0.36 -3.06  0.202
11 H -2.62 0.17 -1.12  0.350
12 H -0.88 1.72 0.11  0.162
13 H -2.28 0.90 0.75  0.192
14 H -0.70 -0.88 1.63  0.203
15 H -0.11 0.63 2.09  0.206
16 H 1.00 0.12 -0.48  0.172
17 H 2.51 0.14 1.90  0.223
18 H 3.03 -0.78 0.49  0.217
19 H 2.13 -1.70 1.63  0.198
20 H 0.92 -2.49 0.39  0.455

---

Record 8
Computed, not measured: a 2-piece molecular cluster, C5H13NO overall, with ωB97M-V/def2-TZVPD.

Values from the calculation:
- Total charge: 0
- Molecular weight: 103.165 g mol⁻¹
- LUMO: 0.8433 eV
- Kohn-Sham gap: 10.77 eV
- Relative energy (zero: lowest compared OMol25 entry of this formula, charge and spin): 137.2 kJ/mol
- Energy: -328.2666 hartree
- Highest occupied orbital energy: -9.928 eV

Each line ends with the natural charge from an NBO analysis.
Element x y z (Å)
1 C -0.82 0.18 1.75  -0.578
2 C 0.00 1.39 1.24  -0.513
3 C 1.13 1.04 0.44  0.677
4 N 1.25 1.57 -0.91  -0.864
5 O 2.00 0.29 0.84  -0.592
6 H -1.00 -0.50 1.04  0.209
7 H -1.80 0.42 2.27  0.211
8 H -0.26 -0.29 2.59  0.217
9 H -0.62 2.10 0.61  0.202
10 H 0.29 1.89 2.19  0.252
11 H 2.02 1.30 -1.49  0.397
12 H 0.56 2.11 -1.38  0.383
13 C -1.20 -1.60 -0.87  -0.627
14 C -1.70 -2.39 -2.15  -0.615
15 H -0.65 -2.36 -0.09  0.213
16 H -0.53 -0.72 -0.99  0.210
17 H -2.13 -1.23 -0.30  0.195
18 H -2.51 -1.95 -2.67  0.207
19 H -1.91 -3.42 -1.82  0.210
20 H -0.73 -2.42 -2.73  0.206

---

Record 9
Computed, not measured: a 2-piece molecular cluster, C5H13NO overall, with ωB97M-V/def2-TZVPD.

Values from the calculation:
- Total charge: 0
- Molecular weight: 103.165 g mol⁻¹
- LUMO: 0.6607 eV
- Kohn-Sham gap: 9.89 eV
- Relative energy (zero: lowest compared OMol25 entry of this formula, charge and spin): 278.4 kJ/mol
- Energy: -328.2128 hartree
- Highest occupied orbital energy: -9.232 eV

Each line ends with the natural charge from an NBO analysis.
Element x y z (Å)
1 C 1.00 0.04 -2.46  -0.417
2 C -0.32 -0.21 -2.40  -0.123
3 C -1.11 -0.24 -1.14  -0.468
4 C -0.98 1.13 -0.41  -0.410
5 C -0.93 1.12 1.05  -0.206
6 N -0.20 -0.08 1.61  -0.857
7 H 1.54 0.13 -3.36  0.199
8 H 1.30 0.60 -1.59  0.175
9 H -0.82 -0.30 -3.26  0.180
10 H -0.97 -1.01 -0.47  0.244
11 H -2.10 -0.34 -1.53  0.204
12 H 0.05 1.60 -0.65  0.194
13 H -1.80 1.78 -0.72  0.222
14 H -0.38 2.11 1.43  0.164
15 H -1.95 1.18 1.58  0.188
16 H -0.28 -0.12 2.62  0.366
17 H 0.78 -0.01 1.38  0.344
18 O 2.47 -2.76 3.09  -0.933
19 H 2.85 -1.86 2.98  0.463
20 H 1.86 -2.77 2.24  0.471

---

Record 10
Computed, not measured: a 2-piece molecular cluster, C5H13NO overall, with ωB97M-V/def2-TZVPD.

Values from the calculation:
- Total charge: 0
- Molecular weight: 103.165 g mol⁻¹
- LUMO: 0.8149 eV
- Kohn-Sham gap: 10.65 eV
- Relative energy (zero: lowest compared OMol25 entry of this formula, charge and spin): 57.6 kJ/mol
- Energy: -328.2969 hartree
- Highest occupied orbital energy: -9.833 eV

Each line ends with the natural charge from an NBO analysis.
Element x y z (Å)
1 C 0.87 -0.04 -1.54  -0.623
2 C 0.54 1.12 -0.63  -0.514
3 C -0.94 1.46 -0.62  0.683
4 N -1.30 2.19 0.51  -0.848
5 O -1.76 1.18 -1.46  -0.605
6 H 0.62 -1.00 -1.07  0.212
7 H 1.91 -0.39 -1.66  0.219
8 H 0.47 0.01 -2.54  0.231
9 H 0.88 0.85 0.37  0.217
10 H 0.92 2.08 -1.00  0.232
11 H -2.27 2.45 0.60  0.406
12 H -0.61 2.40 1.22  0.391
13 C 0.30 -2.83 1.53  -0.617
14 C 1.78 -2.45 1.69  -0.618
15 H 0.21 -3.59 0.75  0.205
16 H -0.24 -3.20 2.40  0.210
17 H -0.24 -1.98 1.11  0.202
18 H 2.14 -2.71 2.69  0.206
19 H 1.85 -1.36 1.68  0.200
20 H 2.41 -2.99 0.99  0.212